Below is 9 unconnected molecules or ions with the total composition C36H57F3N6O6, with properties calculated with ωB97M-V with the def2-TZVPD basis set.

Geometry as XYZ:
```
108
Properties=species:S:1:pos:R:3:forces:R:3:mulliken_charge:R:1
F 3.248739 6.811302 -1.994112 -0.14 0.26 -0.15 -0.334
C 2.132768 6.071093 -1.873118 -0.57 -0.74 -0.05 0.302
C 1.217033 5.994796 -2.910876 0.28 0.23 -0.01 -0.587
C 0.085948 5.169837 -2.810987 0.12 0.21 1.31 -0.475
C -0.127694 4.502990 -1.596515 1.25 -0.50 1.02 -0.401
C 0.868157 4.523090 -0.580537 -0.69 0.42 -0.74 0.083
C 1.964303 5.327823 -0.717884 0.82 0.58 -0.12 -0.597
H 1.407324 6.649214 -3.748690 -0.12 -0.21 -0.35 0.403
H -0.626030 5.114647 -3.621192 -0.08 0.04 -0.01 0.474
H -0.967015 3.906580 -1.270582 -0.50 -0.07 -0.93 0.361
H 0.836634 3.939181 0.327463 -0.61 -0.14 -0.07 0.293
H 2.699620 5.428171 0.066741 0.14 -0.14 0.05 0.426
F -0.773585 1.683164 5.895902 0.12 -0.20 0.06 -0.307
C 0.076019 2.307245 5.069669 0.69 0.04 -1.60 0.658
C 0.992335 1.607160 4.291252 -0.46 -0.68 1.42 0.235
C 1.844785 2.278991 3.445093 0.42 0.59 -1.95 -0.508
C 1.796280 3.643115 3.249486 -2.00 0.86 2.67 -0.450
C 0.883183 4.333257 4.130965 1.64 0.42 -1.33 -0.540
C -0.005594 3.679771 4.936444 -0.38 -0.87 1.16 -0.600
H 1.058044 0.542812 4.462256 0.01 -0.13 -0.38 -0.111
H 2.489559 1.821830 2.709117 0.08 -0.91 0.43 0.221
H 2.423786 4.184748 2.557203 0.08 -0.10 0.08 0.480
H 0.987987 5.400126 4.262176 -0.37 0.27 -0.48 0.379
H -0.735840 4.108333 5.606872 0.10 0.76 -0.12 0.461
F -3.426032 1.773954 -2.487427 0.25 0.09 -1.16 -0.268
C -3.242052 2.202859 -3.786364 0.20 0.70 -0.09 0.201
C -2.519145 1.404761 -4.691102 -0.02 -0.03 0.48 -0.053
C -2.263618 1.828765 -6.008596 -1.08 1.38 2.34 -0.805
C -2.766710 3.097998 -6.280625 -1.01 1.27 -1.41 -0.186
C -3.540122 3.968524 -5.437186 1.86 -2.95 1.42 -0.714
C -3.715151 3.490736 -4.104892 0.02 -0.09 -1.63 -0.182
H -2.116116 0.470708 -4.328455 -0.14 -0.17 0.08 0.433
H -1.657994 1.280533 -6.715053 -0.18 -0.07 0.04 0.415
H -2.641668 3.402697 -7.309181 0.15 0.42 -0.15 0.328
H -3.848608 4.971443 -5.692906 -0.05 -0.18 -0.33 0.415
H -4.255309 4.134900 -3.426903 0.06 -0.34 0.45 0.421
C -5.043720 0.381487 2.249949 1.26 -0.23 -0.23 -0.948
N -3.786679 1.135656 2.000166 -2.30 -1.30 0.57 0.027
C -3.694534 2.456188 2.024800 0.70 2.43 1.45 0.550
C -2.293618 2.881480 1.813616 0.82 0.05 -1.06 0.430
O -4.485976 3.345305 2.362239 -0.53 -1.81 -0.51 -0.699
H -5.741878 0.812877 2.967276 0.22 0.83 -0.52 0.317
H -4.754396 -0.531952 2.769587 0.03 -0.33 -0.48 0.302
H -5.458397 0.200610 1.258267 -0.62 -0.31 0.41 0.324
H -3.000584 0.630287 1.617073 -0.35 0.03 0.28 0.064
H -1.957059 3.426314 2.695651 0.12 0.04 -0.28 0.069
H -2.306830 3.493961 0.912071 0.32 0.42 0.19 0.025
H -1.659837 2.021067 1.598877 0.43 0.18 0.18 -0.438
C 2.382127 2.281253 -3.242574 -0.80 0.72 -0.20 -0.738
N 3.236372 1.462987 -2.394701 -0.90 2.37 0.51 -0.044
C 3.953140 0.459541 -2.795130 1.65 -3.29 -0.06 0.849
C 4.609415 -0.348064 -1.651045 -0.21 -0.56 -0.14 -0.749
O 4.009261 0.021239 -3.922536 0.04 0.14 -1.18 -0.692
H 1.364396 1.894181 -3.292586 -0.15 -0.16 0.21 0.137
H 2.600535 2.421265 -4.301251 1.07 -0.83 0.11 0.448
H 2.300506 3.322636 -2.931191 0.15 -0.18 0.72 0.169
H 3.325970 1.596383 -1.397568 -0.70 0.83 -0.10 0.112
H 3.984808 -0.272282 -0.760983 0.38 0.16 0.34 0.099
H 5.673570 -0.222499 -1.451263 -0.13 0.89 0.06 0.299
H 4.611714 -1.403143 -1.924730 -0.45 0.00 -0.33 0.234
C -0.100615 -0.476577 -2.015704 -0.08 -0.79 -0.38 -0.754
N 0.366750 0.590002 -1.139527 -1.20 -0.15 -3.59 0.771
C 0.972606 0.534698 0.003224 -0.16 0.92 2.27 0.042
C 0.660546 -0.684314 0.845569 0.93 0.12 0.68 -0.424
O 1.475799 1.608996 0.407705 0.51 -1.96 0.28 -0.521
H -1.067696 -0.954780 -1.860225 -0.39 0.60 1.01 0.356
H 0.557928 -1.345144 -2.015881 0.47 0.28 -0.19 0.034
H -0.233293 -0.110470 -3.033771 0.60 0.23 0.06 0.310
H 0.651596 1.446158 -1.593363 -0.51 0.13 -0.31 -0.371
H 1.491778 -0.815180 1.538411 -0.43 0.24 0.54 0.367
H 0.500026 -1.685689 0.446098 0.07 0.31 -0.94 0.038
H -0.286307 -0.409545 1.310425 0.22 -0.07 0.66 -0.020
C -2.493768 -3.991475 0.887286 0.04 0.79 0.30 -1.080
N -1.822719 -5.154351 0.360827 0.67 0.03 0.40 0.036
C -2.324948 -5.943703 -0.582611 -2.64 -0.62 -2.55 0.774
C -1.298453 -6.813738 -1.300943 -0.25 -0.41 0.51 -0.759
O -3.512684 -5.945994 -0.968713 1.64 0.18 0.96 -0.689
H -3.422029 -3.799240 0.349249 0.04 -0.36 0.06 0.419
H -1.887431 -3.089998 0.798944 0.34 -0.02 -0.46 0.236
H -2.672989 -3.997403 1.962436 -0.33 -0.61 0.00 0.309
H -0.821921 -5.283991 0.401945 0.18 0.77 0.57 0.216
H -1.710989 -7.316798 -2.175488 -0.18 0.53 -0.02 0.352
H -1.043293 -7.639753 -0.637087 0.44 0.07 0.18 0.297
H -0.419102 -6.216622 -1.542363 0.10 -0.24 -0.02 -0.022
C -0.083703 -4.129208 3.351927 1.22 0.64 -0.83 -0.319
N 0.222223 -3.451477 4.602794 -0.39 -0.96 -0.72 -0.155
C -0.134102 -2.152589 4.804951 0.70 -0.88 2.65 0.538
C 0.281959 -1.708794 6.205246 -0.10 -0.03 0.39 -0.902
O -0.810474 -1.464513 4.094426 -0.49 0.37 -1.31 -0.552
H 0.740359 -4.785920 3.073043 0.07 -0.05 0.17 0.242
H -0.039560 -3.316849 2.626509 -0.47 -0.28 -0.47 -0.150
H -0.990999 -4.718681 3.219852 -0.24 0.35 0.70 0.225
H 0.954253 -3.858880 5.166935 -0.39 0.29 0.08 0.294
H 0.749276 -0.724165 6.189995 -0.10 -0.14 0.17 0.232
H 0.865396 -2.440469 6.764140 0.66 0.05 -0.46 0.369
H -0.593709 -1.701814 6.854293 -0.41 0.57 -0.38 0.259
C 1.962987 -4.040975 -2.324873 -0.43 1.01 -1.70 -0.711
N 2.828047 -4.718616 -1.425168 0.22 -0.01 -0.28 -0.065
C 2.396440 -5.168950 -0.260675 -0.58 -0.97 1.41 0.602
C 3.424756 -6.079972 0.427084 -1.16 -0.21 0.16 -1.497
O 1.259832 -4.951186 0.185779 1.10 -0.16 -0.29 -0.493
H 2.558257 -3.427490 -3.001181 0.01 0.28 0.19 0.420
H 1.196404 -3.426447 -1.852848 0.51 0.02 0.53 -0.010
H 1.370444 -4.650362 -3.007237 0.15 -0.76 0.17 0.346
H 3.743858 -5.052031 -1.690181 -0.26 0.34 -0.40 0.243
H 3.503937 -7.009037 -0.137415 0.05 0.05 -0.32 0.403
H 2.958098 -6.397386 1.359603 0.53 0.33 0.28 0.320
H 4.424701 -5.653211 0.505092 -0.20 0.10 0.29 0.420
```
Forces are in eV/Å.

## Properties
SMILES string	Fc1ccccc1.Fc1ccccc1.Fc1ccccc1.CNC(C)=O.CNC(C)=O.CNC(C)=O.CNC(C)=O.CNC(C)=O.CNC(C)=O
Kohn-Sham gap	9.018	eV
energy	-2485.5131	hartree
M	726.9	g mol⁻¹
energy relative to the best compared isomer or geometry (same formula, charge and spin)	1.550	eV
LUMO	0.08	eV